No. 1
Below is a structure of composition C8H10ClN2, with properties calculated with ωB97M-V with the def2-TZVPD basis set.

```
21
Properties=species:S:1:pos:R:3
Cl -1.744 -0.767 -2.003
N 2.465 -1.416 -1.455
C 1.201 -1.070 -1.772
C 0.424 -0.998 -0.598
C 1.316 -1.371 0.406
C 2.610 -1.457 -0.113
H 3.247 -1.289 -2.082
H 1.096 -0.744 -2.796
H -0.615 -0.705 -0.542
H 1.247 -1.630 1.452
H 3.554 -1.747 0.325
N -2.008 2.252 1.231
C -2.537 1.404 0.287
C -1.534 0.406 0.103
C -0.512 0.714 1.030
C -0.767 1.892 1.735
H -2.558 2.948 1.714
H -3.538 1.479 -0.112
H -1.512 -0.491 -0.498
H 0.395 0.150 1.193
H -0.232 2.441 2.495
```

Values from the calculation:
ΔE to the lowest compared entry with this formula, charge and spin: 158.7 kcal/mol
Charge: -1
F_max: 8.6 eV/Å

***

No. 2
Below is a structure of composition C42H46GeIN5O4Si2Tc, with properties calculated with ωB97M-V with the def2-TZVPD basis set.

```
102
Properties=species:S:1:pos:R:3
Tc 0.030 -0.028 1.294
C 2.253 -3.018 0.106
C 1.709 -2.872 1.480
N 0.922 -1.904 1.914
C 0.666 -2.159 3.243
C 1.300 -3.309 3.613
N 1.948 -3.736 2.487
C 1.393 -4.104 4.869
O 0.723 -3.653 5.895
O 2.064 -5.107 4.868
C -0.183 -1.197 4.006
O -0.500 -1.447 5.169
O -0.495 -0.152 3.336
H 1.934 -2.169 -0.495
H 1.890 -3.940 -0.351
H 3.343 -3.053 0.123
H 2.501 -4.582 2.471
H 0.223 -2.808 5.693
C -1.205 4.254 2.851
Si -0.232 3.491 1.428
C -0.235 4.257 -0.305
C 1.555 3.621 1.998
N -0.933 1.831 1.171
C -2.191 1.743 0.847
C -3.067 2.868 0.615
C -4.398 2.703 0.498
C -4.985 1.392 0.524
C -4.216 0.291 0.629
C -2.786 0.387 0.812
N -1.992 -0.618 1.033
Si -2.711 -2.281 1.164
C -3.627 -2.551 -0.479
C -3.700 -2.266 2.765
C -1.489 -3.704 1.260
H -0.752 5.202 3.146
H -1.156 3.582 3.711
H -2.257 4.437 2.640
H 0.566 4.993 -0.387
H -1.162 4.763 -0.579
H -0.061 3.475 -1.049
H 1.759 4.690 2.098
H 2.277 3.214 1.291
H 1.725 3.173 2.976
H -2.649 3.858 0.535
H -5.040 3.563 0.363
H -6.059 1.292 0.433
H -4.680 -0.680 0.577
H -4.712 -2.563 -0.361
H -3.346 -3.516 -0.903
H -3.377 -1.782 -1.212
H -4.576 -1.619 2.730
H -3.065 -1.911 3.582
H -4.036 -3.273 3.019
H -0.688 -3.639 0.524
H -2.048 -4.621 1.056
H -1.054 -3.817 2.253
I 4.047 1.087 5.573
C 3.673 0.905 3.521
C 4.692 0.992 2.589
C 4.346 0.888 1.249
C 3.027 0.675 0.902
N 2.041 0.567 1.804
C 2.372 0.699 3.094
H 5.721 1.141 2.887
H 5.091 0.964 0.468
H 2.737 0.588 -0.132
H 1.568 0.650 3.817
C 0.331 -0.029 -0.490
Ge 0.482 0.128 -2.427
C -0.747 1.541 -2.998
C -0.339 2.571 -3.840
C -1.254 3.518 -4.280
C -2.582 3.435 -3.888
C -2.996 2.411 -3.047
C -2.082 1.469 -2.601
C 0.004 -1.610 -3.194
C -0.362 -2.673 -2.373
C -0.688 -3.904 -2.925
C -0.656 -4.077 -4.301
C -0.301 -3.019 -5.128
C 0.028 -1.790 -4.576
C 2.357 0.570 -2.831
C 2.857 1.853 -2.605
C 4.177 2.156 -2.903
C 5.014 1.176 -3.422
C 4.530 -0.106 -3.637
C 3.207 -0.407 -3.342
H 0.695 2.631 -4.159
H -0.931 4.316 -4.937
H -3.297 4.164 -4.246
H -4.035 2.340 -2.749
H -2.404 0.666 -1.944
H -0.392 -2.522 -1.299
H -0.967 -4.732 -2.284
H -0.909 -5.037 -4.732
H -0.280 -3.153 -6.201
H 0.303 -0.962 -5.221
H 2.209 2.620 -2.191
H 4.550 3.160 -2.741
H 6.041 1.415 -3.667
H 5.178 -0.870 -4.047
H 2.827 -1.408 -3.519
```

Values from the calculation:
ΔE to the lowest compared entry with this formula, charge and spin: 2.5 kcal/mol
Charge: +1
F_max: 5.3 eV/Å

***

No. 3
Below is a cluster of 2 separate species, C6H15NO2 in total, with properties calculated with ωB97M-V with the def2-TZVPD basis set.

```
24
Properties=species:S:1:pos:R:3
C -1.366 0.621 0.594
C -1.861 1.924 -0.016
C -0.887 -0.403 -0.457
O -2.409 0.051 1.357
O -0.579 -1.611 0.215
H -2.259 -0.903 1.374
H -0.512 0.840 1.260
H -1.723 -0.667 -1.116
H -2.305 2.530 0.770
H -2.624 1.722 -0.765
H -1.042 2.473 -0.468
C 0.289 0.142 -1.284
C 2.059 -0.705 1.938
C 1.145 -0.961 -1.897
N 2.077 0.390 1.334
H 2.889 0.548 0.738
H -0.108 0.783 -2.074
H 0.916 0.757 -0.627
H 2.820 -1.490 1.885
H 0.173 -1.436 0.789
H 1.228 -0.900 2.610
H 0.547 -1.591 -2.548
H 1.950 -0.525 -2.483
H 1.582 -1.589 -1.128
```

Values from the calculation:
ΔE to the lowest compared entry with this formula, charge and spin: 46.1 kcal/mol
SMILES: CC[C@@H](O)[C@@H](C)O.C=N
F_max: 0.9 eV/Å

***

No. 4
Below is an isolated molecule of C2H2FN, with properties calculated with ωB97M-V with the def2-TZVPD basis set.

```
6
Properties=species:S:1:pos:R:3
C -0.391 0.227 -0.073
C 1.083 0.001 -0.267
H -0.487 0.629 0.980
H -1.289 0.947 -0.530
N 2.126 -0.741 -0.014
F -1.043 -1.063 -0.096
```

Values from the calculation:
ΔE to the lowest compared entry with this formula, charge and spin: 51.7 kcal/mol
SMILES: N#CCF
F_max: 11.9 eV/Å

***

- Look up the F_max of the fourth one.
  11.9 eV/Å

***

- Number 3 is which compound?
  C6H15NO2

***

- F_max of number 1 (C8H10ClN2)?
  8.6 eV/Å

***

- Look up the ΔE to the lowest compared entry with this formula, charge and spin of the first one.
  158.7 kcal/mol